No. 1
This record from the OMol25 dataset describes 13 unconnected molecules or ions with the total composition C5H36N2O13 in a non-equilibrium geometry. The level of theory is ωB97M-V/def2-TZVPD.

Properties
**Spin multiplicity**: 2
**Max |F|**: 3.0 eV/Å
**ΔE to the lowest compared entry with this formula, charge and spin**: 1.586 eV
**Charge**: +1
**Calculated total energy**: -35357.756 eV
**<S²>**: 0.7567

Atoms and positions in Å:
O  1.39  2.39  -3.40
C  1.48  1.45  -2.66
C  0.79  1.47  -1.28
C  1.67  0.76  -0.26
C  1.16  0.77  1.17
C  0.22  -0.74  2.90
N  0.80  -0.60  1.54
N  -0.42  0.65  -1.56
H  2.07  0.60  -3.00
H  0.46  2.49  -1.08
H  1.61  -0.31  -0.55
H  2.75  0.90  -0.34
H  0.34  1.49  1.26
H  1.89  1.13  1.91
H  0.71  -0.32  3.78
H  0.09  -1.79  3.14
H  -0.78  -0.32  2.80
H  -0.03  -0.82  0.99
H  -1.25  0.68  -0.97
H  -0.10  -0.33  -1.62
H  -3.01  0.13  0.66
H  -2.52  0.91  1.81
O  -2.41  0.87  0.84
H  2.26  -1.54  -2.35
H  1.76  -2.73  -1.49
O  1.46  -2.00  -2.06
H  -1.65  -2.49  -1.72
H  -0.32  -3.03  -1.11
O  -1.23  -2.79  -0.90
H  -0.90  1.71  4.04
H  -2.21  2.56  3.72
O  -1.55  1.95  3.38
H  -1.35  1.74  -2.80
H  -0.53  1.87  -4.10
O  -1.37  1.53  -3.74
H  4.09  -1.14  -1.03
H  4.93  -0.25  -2.02
O  4.19  -0.87  -1.94
H  -3.02  3.92  1.81
H  -4.14  2.96  1.63
O  -3.91  3.74  2.15
H  -2.77  -1.36  0.63
H  -2.69  -2.72  1.07
O  -3.01  -1.87  1.41
H  -2.50  -0.19  -2.62
H  -3.65  -1.10  -2.71
O  -2.96  -0.85  -2.07
H  -0.35  3.73  0.31
H  -0.92  3.24  1.64
O  -0.87  4.01  1.06
H  2.97  -4.47  -1.15
H  2.77  -4.12  0.32
O  2.29  -4.24  -0.51
H  2.57  -1.58  1.39
H  2.51  -2.79  2.10
O  3.19  -2.32  1.59

These are the Löwdin partial charges, in e, on atoms 1 to 2: number 1, O, carries 0.130; number 2, C, carries -0.161

---

No. 2
This record from the OMol25 dataset describes 13 unconnected molecules or ions with the total composition C5H36NO12 in a non-equilibrium geometry. The level of theory is ωB97M-V/def2-TZVPD.

Properties
**Spin multiplicity**: 2
**Max |F|**: 6.2 eV/Å
**ΔE to the lowest compared entry with this formula, charge and spin**: 0.000 eV
**Calculated total energy**: -31824.540 eV
**<S²>**: 0.7505

Atoms and positions in Å:
C  -0.71  0.31  1.56
C  -0.88  1.10  0.24
C  -2.20  0.88  -0.34
C  -2.35  0.61  -1.63
C  -3.37  1.08  0.60
N  -0.18  -1.07  1.22
H  0.08  0.65  2.28
H  -1.66  0.15  2.18
H  -0.03  1.09  -0.57
H  -0.80  2.28  0.61
H  -1.61  0.29  -2.33
H  -3.30  0.63  -2.19
H  -3.11  1.24  1.61
H  -4.05  1.99  0.26
H  -4.21  0.40  0.36
H  -0.44  -1.44  0.30
H  0.86  -1.10  1.20
H  -0.49  -1.71  2.04
H  2.09  0.81  -3.57
H  1.87  1.31  -2.14
O  2.17  0.50  -2.68
H  2.32  1.24  0.36
H  2.25  2.08  1.59
O  2.19  2.13  0.65
H  3.17  -0.48  -0.48
H  3.77  -0.49  0.97
O  2.86  -0.43  0.46
H  -3.00  -2.08  2.76
H  -1.98  -2.74  3.62
O  -2.16  -1.94  3.24
H  1.58  -3.40  3.00
H  1.30  -4.11  1.69
O  1.12  -3.34  2.18
H  1.16  4.07  2.70
H  0.72  3.03  3.52
O  1.46  3.35  3.09
H  0.26  2.91  -1.69
H  1.71  3.16  -1.05
O  1.26  2.80  -1.84
H  -2.18  3.98  -1.06
H  -1.80  3.02  -2.27
O  -1.42  3.48  -1.42
H  0.37  -2.90  -1.43
H  -0.65  -4.07  -1.44
O  -0.36  -3.35  -0.91
H  4.01  -0.70  -2.69
H  4.95  -1.01  -1.49
O  4.10  -1.07  -1.82
H  1.70  -1.13  -2.51
H  2.14  -2.40  -1.94
O  1.45  -2.07  -2.41
H  -3.23  -3.06  -0.32
H  -3.34  -2.28  -1.51
O  -3.41  -2.19  -0.58

These are the Löwdin partial charges, in e, on atoms 1 to 2: number 1, C, carries -0.178; number 2, C, carries -0.196

---

No. 3
This record from the OMol25 dataset describes 13 unconnected molecules or ions with the total composition C5H36NO13S in a non-equilibrium geometry. The level of theory is ωB97M-V/def2-TZVPD.

Properties
**Max |F|**: 2.0 eV/Å
**ΔE to the lowest compared entry with this formula, charge and spin**: 0.799 eV
**Charge**: +1
**Calculated total energy**: -44706.938 eV

Atoms and positions in Å:
O  -0.13  2.00  -0.95
C  -0.05  1.26  0.01
C  0.11  -0.25  -0.29
C  1.46  -0.81  0.08
C  1.77  -1.00  1.55
S  1.49  -2.70  2.22
C  -0.28  -2.95  2.40
N  -0.10  -0.39  -1.79
H  -0.36  1.60  0.99
H  -0.81  -0.65  0.18
H  2.32  -0.35  -0.40
H  1.46  -1.78  -0.42
H  1.16  -0.39  2.20
H  2.78  -0.74  1.85
H  -0.74  -3.14  1.43
H  -0.88  -2.25  2.96
H  -0.23  -3.98  2.77
H  0.82  -0.30  -2.24
H  -0.66  0.34  -2.25
H  -0.59  -1.27  -2.02
H  -0.81  2.86  -4.17
H  -1.63  1.68  -4.69
O  -1.05  1.94  -3.98
H  1.08  2.49  -2.63
H  2.48  2.91  -2.45
O  1.93  2.41  -3.10
H  2.21  -0.93  -4.22
H  2.10  0.60  -3.91
O  1.90  -0.29  -3.58
H  1.77  3.98  0.82
H  0.36  3.94  1.50
O  1.09  3.40  1.22
H  -2.46  -2.63  -2.46
H  -2.74  -1.58  -3.61
O  -2.09  -1.92  -2.99
H  -0.72  0.62  3.64
H  -1.86  0.12  4.55
O  -1.56  0.14  3.63
H  1.14  2.17  4.57
H  0.94  0.69  5.06
O  0.77  1.31  4.35
H  -0.45  -3.86  -1.45
H  -1.67  -3.14  -0.76
O  -0.72  -3.09  -0.94
H  -1.42  4.77  -0.07
H  -1.45  3.43  -0.72
O  -2.01  4.00  -0.15
H  -1.90  -0.57  2.15
H  -3.25  -0.27  1.38
O  -2.39  -0.71  1.32
H  -4.02  -2.50  -0.21
H  -2.90  -2.72  0.80
O  -3.28  -3.10  0.00
H  4.17  2.35  -0.29
H  3.22  1.29  -0.78
O  3.22  2.18  -0.42

These are the Löwdin partial charges, in e, on atoms 1 to 2: number 1, O, carries 0.010; number 2, C, carries -0.141

---

No. 4
This record from the OMol25 dataset describes 13 unconnected molecules or ions with the total composition C5H36NO13S in a non-equilibrium geometry. The level of theory is ωB97M-V/def2-TZVPD.

Properties
**Max |F|**: 2.7 eV/Å
**ΔE to the lowest compared entry with this formula, charge and spin**: 0.000 eV
**Charge**: +1
**Calculated total energy**: -44707.737 eV

Atoms and positions in Å:
O  -2.14  0.62  0.10
C  -0.98  0.74  0.41
C  -0.04  -0.49  0.23
C  1.30  0.01  -0.41
C  2.41  0.09  0.64
S  3.31  -1.52  0.83
C  2.89  -2.05  2.53
N  -0.77  -1.42  -0.70
H  -0.43  1.60  0.80
H  0.08  -1.04  1.16
H  1.17  0.97  -0.91
H  1.49  -0.75  -1.17
H  2.01  0.29  1.64
H  3.23  0.68  0.22
H  3.32  -1.51  3.37
H  3.54  -2.95  2.51
H  1.86  -2.35  2.63
H  -0.65  -1.18  -1.69
H  -1.76  -1.37  -0.44
H  -0.45  -2.39  -0.53
H  -2.69  1.20  -2.16
H  -3.09  0.19  -3.29
O  -2.38  0.46  -2.71
H  -1.31  1.61  -3.35
H  -1.03  3.00  -4.07
O  -0.61  2.21  -3.71
H  0.66  -2.42  -4.12
H  0.64  -1.02  -3.59
O  0.50  -1.93  -3.30
H  -0.37  3.44  -1.73
H  -0.61  4.22  -0.46
O  -0.11  3.46  -0.80
H  -2.55  -4.02  -0.20
H  -3.22  -3.32  0.96
O  -2.68  -3.15  0.18
H  0.58  2.10  2.62
H  1.46  2.14  3.75
O  0.74  1.58  3.43
H  1.37  3.46  0.25
H  2.68  3.23  1.04
O  1.73  3.32  1.16
H  0.89  -4.30  0.13
H  0.03  -3.70  1.12
O  -0.04  -4.03  0.20
H  -3.33  4.27  -0.35
H  -2.79  2.91  0.28
O  -2.68  3.56  -0.42
H  -0.83  0.61  3.32
H  -2.19  -0.19  3.45
O  -1.35  -0.14  2.97
H  -0.60  -3.22  3.61
H  -0.80  -1.79  2.92
O  -0.48  -2.72  2.80
H  2.50  1.09  -3.71
H  0.90  1.26  -3.67
O  1.66  0.66  -3.78

These are the Löwdin partial charges, in e, on atoms 1 to 2: number 1, O, carries 0.060; number 2, C, carries -0.187